Density functional theory data (the ωB97M-V functional and the def2-TZVPD basis) for 12 unconnected molecules or ions with the total composition C62H160N12O19 in a non-equilibrium geometry.

Cartesian coordinates (Å):
C 1.1772 -3.9461 -1.6899
O 0.4989 -4.4825 -2.8122
C -0.8499 -4.0546 -2.9078
C -1.7577 -4.5914 -1.7514
C -1.7832 -6.1004 -1.8262
N -3.1030 -3.9937 -1.7104
H 0.9669 -2.8981 -1.5944
H 2.2044 -4.1161 -1.8508
H 0.9404 -4.4779 -0.7806
H -0.9179 -2.9620 -2.8745
H -1.1364 -4.4612 -3.8368
H -1.2347 -4.3622 -0.8664
H -2.1946 -6.4379 -0.8788
H -0.7549 -6.3931 -2.0277
H -2.4801 -6.4151 -2.6133
H -3.1069 -2.9996 -1.4979
H -3.7294 -4.4388 -1.0365
C -1.6647 -8.4520 0.6263
O -2.3272 -7.3647 1.2372
C -1.3841 -6.4556 1.9490
C -2.1448 -5.4420 2.6375
C -1.2679 -4.4439 3.3514
N -3.1858 -5.8513 3.5810
H -1.1719 -8.1505 -0.3342
H -2.4542 -9.1099 0.3087
H -0.8975 -8.8534 1.3051
H -0.8552 -7.0572 2.6888
H -0.6813 -5.8798 1.2837
H -2.7520 -4.9303 1.8557
H -1.8610 -3.7356 3.9217
H -0.5746 -3.9547 2.7126
H -0.8009 -4.9947 4.1688
H -3.7388 -6.5801 3.1288
H -2.8421 -6.1974 4.4442
C -0.5351 3.6106 3.9148
O 0.1510 2.6532 4.7233
C 0.1525 1.3598 4.1656
C 0.6236 0.3584 5.1667
C 2.0782 0.5522 5.3476
N 0.4050 -1.0005 4.6721
H -1.2627 3.1753 3.2403
H 0.1346 4.1110 3.1435
H -0.9057 4.4521 4.5042
H -0.8769 1.1345 4.0244
H 0.6877 1.3014 3.2255
H 0.1761 0.4598 6.1546
H 2.6301 0.4326 4.4021
H 2.5201 -0.1868 6.0323
H 2.2840 1.5044 5.8156
H -0.5471 -1.1737 4.4132
H 0.7440 -1.6569 5.3925
C 3.1295 -3.8908 -4.9531
O 3.5448 -2.5628 -4.8838
C 3.4829 -2.0441 -3.5554
C 3.6268 -0.4620 -3.6434
C 4.9442 -0.0386 -4.0922
N 3.1885 0.1078 -2.3677
H 2.0582 -4.0537 -4.6025
H 3.8188 -4.5140 -4.3744
H 3.1669 -4.1206 -5.9875
H 2.5183 -2.3686 -3.0941
H 4.2572 -2.4075 -2.9312
H 2.8610 -0.2046 -4.3763
H 4.9636 0.9239 -4.6899
H 5.4120 -0.8411 -4.7082
H 5.6974 0.1449 -3.2483
H 3.6157 -0.3457 -1.5609
H 3.4624 1.0210 -2.3029
C -2.9816 5.4236 -6.5455
O -1.6891 5.8713 -6.2270
C -0.9428 4.7289 -5.9088
C -1.0185 4.1473 -4.4984
C -0.5950 5.1204 -3.3949
N -0.0715 3.0167 -4.6034
H -3.2355 4.5866 -5.8468
H -3.1143 5.1611 -7.6551
H -3.7146 6.2216 -6.2851
H -1.0635 3.9911 -6.7115
H 0.0970 5.0333 -6.0917
H -2.0921 3.8116 -4.3575
H 0.4521 5.3020 -3.4280
H -0.8661 4.7477 -2.4024
H -1.1680 6.0996 -3.5459
H 0.1284 2.7975 -3.6661
H -0.4228 2.2417 -5.1121
C -7.1593 1.1845 3.2588
O -6.4764 0.1815 2.5817
C -5.6702 0.6644 1.4853
C -4.7441 -0.4456 1.0354
N -4.0006 0.0640 -0.1639
C -4.8380 -0.0494 -1.4012
C -3.9840 0.2337 -2.6502
O -4.6829 -0.0676 -3.7790
C -3.9234 0.2583 -4.8838
H -7.8388 0.6131 3.9521
H -7.7025 1.8189 2.5626
H -6.4878 1.8919 3.8175
H -5.1747 1.5533 1.7827
H -6.3792 0.9674 0.7043
H -5.2926 -1.3646 0.7982
H -4.0326 -0.5677 1.8669
H -3.1192 -0.5334 -0.2292
H -5.7048 0.6726 -1.4776
H -5.3642 -1.0079 -1.5523
H -3.0286 -0.3538 -2.5848
H -3.6980 1.2748 -2.5556
H -3.6154 1.3110 -5.0011
H -4.4720 0.0103 -5.7615
H -3.0218 -0.3312 -4.8411
C 0.4420 -1.2358 -4.9110
O 0.6503 -0.0048 -5.6288
C 1.5473 -0.1848 -6.6857
C 1.9024 1.1486 -7.2439
N 2.6163 1.9637 -6.2277
C 2.9427 3.2756 -6.6151
C 3.5690 4.0638 -5.4373
O 3.9841 5.3018 -5.8949
C 4.1953 6.1757 -4.8708
H 1.3340 -1.8178 -5.0780
H -0.3805 -1.7236 -5.3500
H 0.2864 -0.9611 -3.9096
H 1.1664 -0.7906 -7.4868
H 2.5093 -0.6497 -6.2938
H 1.0200 1.7191 -7.5619
H 2.4777 0.9229 -8.1375
H 1.9663 2.0440 -5.4431
H 2.1353 3.8764 -6.9883
H 3.6404 3.1990 -7.4347
H 4.4007 3.4851 -5.0205
H 2.8328 4.1880 -4.5871
H 3.2174 6.2387 -4.3331
H 4.6330 7.0983 -5.2470
H 4.9680 5.7628 -4.1371
C -3.8555 6.1846 8.0987
O -3.3008 4.8982 8.0129
C -3.8734 4.0581 7.0179
C -3.2001 2.7078 7.0521
N -3.9304 1.8738 6.1571
C -3.2968 0.6395 5.7025
C -3.6879 0.3190 4.2559
O -3.2572 -0.9745 3.8224
C -4.2021 -2.0426 4.0353
H -3.3964 6.9648 7.4352
H -3.8120 6.4767 9.1577
H -4.9158 6.1648 7.7752
H -3.7610 4.5241 6.0384
H -4.9173 3.9170 7.3129
H -3.2230 2.2280 8.0581
H -2.1627 2.8159 6.7340
H -4.8432 1.7312 6.4261
H -3.5699 -0.1796 6.3812
H -2.2231 0.6464 5.7672
H -3.3891 1.1657 3.5782
H -4.7862 0.2431 4.2238
H -5.2238 -1.6200 3.9375
H -4.1105 -2.4504 5.1123
H -4.0403 -2.8804 3.3199
C 8.4012 -1.1443 -0.7635
O 7.3319 -1.5861 0.0591
C 6.5996 -2.6221 -0.5414
C 5.2969 -2.6774 0.2814
N 4.7107 -1.3541 0.2659
C 3.5425 -1.1893 1.1967
C 3.3070 0.2897 1.3135
O 4.2630 0.8168 2.2103
C 4.0370 2.1940 2.4431
H 8.0225 -0.6273 -1.6640
H 9.1325 -1.8945 -1.0219
H 8.9392 -0.3632 -0.1746
H 7.2361 -3.5656 -0.5170
H 6.4345 -2.4040 -1.6381
H 5.5360 -2.9254 1.3302
H 4.6366 -3.4735 -0.1160
H 5.5035 -0.7601 0.5745
H 3.6455 -1.7818 2.1302
H 2.6641 -1.6661 0.6940
H 2.2842 0.5666 1.7296
H 3.4027 0.7212 0.3268
H 3.0534 2.3859 2.8126
H 4.1897 2.8166 1.5480
H 4.7646 2.4282 3.1755
C 1.5209 -9.3852 2.9056
O 1.5912 -8.1040 2.4167
C 2.7418 -7.8260 1.6111
C 2.5443 -6.3292 1.1977
N 2.1886 -5.4237 2.3708
C 3.2955 -5.0322 3.2627
C 2.6886 -4.3125 4.3511
O 2.0992 -5.2157 5.2017
C 1.4978 -4.4660 6.1979
H 0.6728 -9.4403 3.5695
H 2.4202 -9.6226 3.5244
H 1.4497 -10.0662 2.0202
H 2.9212 -8.5359 0.8043
H 3.6364 -7.9058 2.2408
H 1.7128 -6.2480 0.5500
H 3.4489 -5.8759 0.7061
H 1.5574 -6.0222 2.9154
H 3.8573 -4.2946 2.6421
H 3.9696 -5.8470 3.6042
H 1.9261 -3.6747 3.9035
H 3.4606 -3.7816 4.9353
H 2.1705 -3.6645 6.6241
H 1.3357 -5.2017 7.0020
H 0.4693 -4.1255 5.8934
C -4.7479 4.5005 -2.6394
O -4.0494 4.9757 -1.5334
C -3.9856 4.0548 -0.4729
C -3.2260 4.7854 0.7102
N -1.9405 5.1608 0.3158
C -1.4278 6.2821 1.1303
C -0.0986 6.7954 0.6870
O -0.2675 7.3607 -0.5516
C 0.9181 7.9394 -1.0476
H -5.7468 4.0787 -2.3500
H -4.1889 3.7506 -3.1791
H -4.9070 5.3363 -3.3541
H -3.4854 3.1275 -0.7970
H -5.0373 3.8479 -0.2563
H -3.2563 4.0606 1.5124
H -3.8379 5.6337 1.0423
H -1.9709 5.3947 -0.6415
H -1.4169 6.0017 2.1487
H -2.1195 7.0940 1.1700
H 0.6059 5.9874 0.6313
H 0.3612 7.4596 1.4841
H 0.6477 8.6572 -1.8123
H 1.6368 7.2222 -1.3500
H 1.4169 8.5781 -0.2875
C 4.0408 3.9242 -1.2205
O 2.9915 3.0204 -0.9067
C 1.7462 3.6222 -0.6258
C 0.7958 2.4564 -0.2887
N 0.5486 1.6570 -1.4887
C -0.6380 0.7727 -1.3507
C -0.3545 -0.3073 -0.3142
O -1.4257 -1.2709 -0.2517
C -1.2312 -2.1605 0.8731
H 4.0058 4.2875 -2.3026
H 4.9643 3.4370 -0.9904
H 3.9659 4.7757 -0.5741
H 1.3310 4.1917 -1.4560
H 1.7888 4.3627 0.1983
H -0.1668 2.8256 0.0596
H 1.2301 1.8888 0.5313
H 1.4780 1.1485 -1.6903
H -0.9133 0.2884 -2.2709
H -1.4783 1.3600 -0.9619
H -0.2416 0.1738 0.6454
H 0.5331 -0.8863 -0.4945
H -2.1376 -2.7094 0.9690
H -1.0984 -1.4883 1.8017
H -0.4333 -2.8726 0.5945

Properties
SMILES: COC[C@H](C)N.COC[C@H](C)N.COC[C@H](C)N.COC[C@H](C)N.COC[C@H](C)N.COCCNCCOC.COCCNCCOC.COCCNCCOC.COCCNCCOC.COCCNCCOC.COCCNCCOC.COCCNCCOC
Calculated total energy, eV: -123657.9180
HOMO energy, eV: -8.380
Energy above the lowest of the compared OMol25 structures with the same formula, charge and spin, kJ/mol: 185.2
E_LUMO, eV: 0.6
Gap between HOMO and LUMO, eV: 8.95